Here is a cluster of 3 separate species, C29H48N2O5Si in total from the OMol25 dataset. Energies are from the ωB97M-V functional and the def2-TZVPD basis.

Each line ends with the Mulliken charge.
Positions of all 85 atoms, in Å:
C: 4.08 -2.60 1.59  -1.084
C: 5.43 -1.89 1.47  -0.349
C: 5.48 -0.55 0.69  -0.952
C: 4.15 0.10 0.29  -0.614
C: 3.26 0.63 1.42  0.348
C: 3.95 1.59 2.38  -0.522
C: 3.04 2.16 3.49  -1.020
C: 3.18 3.66 3.73  -0.800
C: 2.34 4.59 2.85  -0.863
C: 2.05 4.10 1.42  0.731
C: 1.30 5.13 0.55  -0.970
C: 0.82 4.58 -0.80  -0.596
C: -0.67 4.15 -0.87  -0.906
Si: -0.89 2.32 -0.69  0.484
O: -2.48 1.89 -0.65  -0.485
C: -2.77 0.56 -0.23  0.307
C: -3.28 0.50 1.22  -0.758
C: -4.77 0.18 1.33  -0.272
C: -5.69 1.18 0.64  -1.110
H: 3.55 -2.62 0.64  0.256
H: 3.43 -2.14 2.34  0.210
H: 4.23 -3.65 1.90  0.400
H: 6.14 -2.58 1.00  0.353
H: 5.82 -1.73 2.49  0.249
H: 6.06 -0.70 -0.23  0.435
H: 6.05 0.18 1.28  0.313
H: 4.38 0.94 -0.38  0.482
H: 3.56 -0.60 -0.33  0.195
H: 2.81 -0.19 1.99  0.188
H: 2.41 1.17 0.95  -0.414
H: 4.79 1.07 2.86  0.474
H: 4.39 2.42 1.81  0.320
H: 1.99 1.90 3.27  0.327
H: 3.27 1.66 4.44  0.576
H: 4.24 3.93 3.62  0.320
H: 2.94 3.88 4.78  0.325
H: 2.84 5.57 2.79  0.240
H: 1.37 4.79 3.34  0.359
H: 2.99 3.84 0.92  0.182
H: 1.45 3.18 1.47  -0.408
H: 0.44 5.53 1.11  0.357
H: 1.98 5.98 0.39  0.442
H: 1.48 3.74 -1.06  0.244
H: 0.98 5.33 -1.59  0.411
H: -1.11 4.46 -1.82  0.424
H: -1.26 4.65 -0.09  0.421
H: -0.24 1.61 -1.82  -0.181
H: -0.27 1.83 0.56  -0.160
H: -1.87 -0.08 -0.34  -0.204
H: -3.52 0.16 -0.92  0.315
H: -2.69 -0.23 1.79  0.377
H: -3.09 1.48 1.67  0.273
H: -5.02 0.09 2.39  0.417
H: -4.92 -0.82 0.90  0.035
H: -6.70 1.14 1.05  0.366
H: -5.31 2.20 0.76  0.312
H: -5.77 1.00 -0.44  0.264
C: -6.70 -5.97 0.04  -0.467
C: -5.52 -6.39 -0.54  -0.479
C: -4.66 -5.47 -1.12  -0.378
C: -5.02 -4.14 -1.09  0.193
C: -6.19 -3.69 -0.51  -0.287
C: -7.04 -4.62 0.06  -0.516
N: -4.11 -3.15 -1.70  1.045
O: -3.09 -3.55 -2.21  -0.592
O: -4.43 -1.99 -1.64  -0.613
H: -7.37 -6.70 0.49  0.380
H: -5.26 -7.44 -0.55  0.372
H: -3.73 -5.77 -1.58  0.467
H: -6.43 -2.64 -0.52  0.465
H: -7.96 -4.30 0.51  0.380
C: -0.13 -3.04 -3.39  -0.486
C: 0.73 -3.26 -4.46  -0.436
C: 1.73 -2.35 -4.75  -0.617
C: 1.83 -1.22 -3.96  -0.089
C: 0.99 -0.97 -2.89  0.044
C: 0.00 -1.90 -2.61  -0.401
N: 2.88 -0.23 -4.26  1.053
O: 3.60 -0.45 -5.21  -0.628
O: 2.98 0.73 -3.54  -0.602
H: -0.92 -3.75 -3.17  0.455
H: 0.62 -4.15 -5.07  0.380
H: 2.41 -2.49 -5.57  0.479
H: 1.10 -0.08 -2.30  0.449
H: -0.68 -1.72 -1.79  0.364

Properties
Frontier orbital gap in hartree: 0.33136
LUMO level in eV: -0.80
2S+1: 1
E in eV: -51942.52485
HOMO energy in eV: -9.81
Molecular weight in g mol⁻¹: 532.80

Here is a structure of composition C21H24F3N3O2S2 in a non-equilibrium geometry from the OMol25 dataset. Energies are from the ωB97M-V functional and the def2-TZVPD basis.

Each line ends with the Mulliken charge.
Positions of all 55 atoms, in Å:
C: 1.81 -3.03 2.47  -1.892
C: 0.74 -2.04 2.55  1.128
C: 1.20 -0.72 2.57  0.173
N: 2.59 -0.66 2.45  0.183
C: 3.29 -1.66 1.91  -0.348
N: 4.60 -1.42 2.12  0.199
C: 5.74 -2.25 1.76  -0.926
C: 4.72 -0.17 2.76  -0.663
C: 3.48 0.30 2.98  -0.399
C: 0.39 0.40 2.66  1.016
C: 0.94 1.79 2.61  -2.109
C: -0.98 0.15 2.77  -0.744
C: -1.50 -1.15 2.74  1.043
C: -2.98 -1.32 2.83  -1.289
C: -0.64 -2.25 2.64  -1.222
H: 1.60 -3.95 1.91  0.485
H: 2.92 -2.56 1.40  0.353
H: 2.32 -3.25 3.43  0.319
H: 5.43 -3.01 1.04  0.339
H: 6.53 -1.63 1.32  0.344
H: 6.16 -2.74 2.65  0.314
H: 5.68 0.25 3.00  0.452
H: 3.14 1.16 3.54  0.405
H: 0.16 2.48 2.24  0.393
H: 1.24 2.15 3.61  0.334
H: 1.80 1.88 1.94  0.534
H: -1.67 1.00 2.88  0.404
H: -3.24 -2.37 2.94  0.349
H: -3.36 -0.77 3.70  0.351
H: -3.48 -0.92 1.95  0.191
H: -1.04 -3.28 2.67  0.320
C: -2.39 1.23 -5.43  -0.776
N: -1.21 0.99 -4.63  0.000
S: -0.44 -0.48 -4.20  0.018
C: -0.98 -1.54 -5.51  0.598
F: -0.36 -1.27 -6.70  -0.202
F: -0.58 -2.79 -5.11  -0.228
F: -2.33 -1.59 -5.71  -0.214
S: -0.61 2.25 -3.70  1.166
C: -1.72 2.18 -2.31  0.810
C: -2.42 3.34 -2.00  -0.408
C: -3.35 3.29 -0.96  -0.508
C: -3.58 2.10 -0.27  -0.384
C: -2.83 0.95 -0.58  -0.574
C: -1.87 1.01 -1.58  -0.725
O: 0.70 1.84 -3.29  -0.641
O: -0.81 3.48 -4.43  -0.700
H: -2.54 0.42 -6.14  0.342
H: -3.28 1.37 -4.79  0.302
H: -2.22 2.16 -5.99  0.286
H: -2.23 4.25 -2.57  0.451
H: -3.91 4.20 -0.72  0.389
H: -4.35 2.05 0.49  0.419
H: -3.01 0.01 -0.06  0.339
H: -1.23 0.15 -1.78  0.201

Properties
Frontier orbital gap in hartree: 0.20510
LUMO level in eV: 0.50
2S+1: 1
E in eV: -60548.92162
HOMO energy in eV: -5.08
Molecular weight in g mol⁻¹: 471.57

Here is a cluster of 2 separate species, CH5NO2Si in total in a non-equilibrium geometry from the OMol25 dataset. Energies are from the ωB97M-V functional and the def2-TZVPD basis.

Each line ends with the Mulliken charge.
Positions of all 10 atoms, in Å:
C: 0.40 -1.53 -0.01  -0.534
N: -2.56 -0.11 0.28  0.125
O: -1.85 0.82 0.16  -0.119
O: 0.16 -0.42 -0.63  -0.194
Si: 0.68 1.05 -0.07  0.394
H: 0.18 -2.49 -0.62  0.240
H: 0.31 -1.62 1.05  0.356
H: 0.20 1.82 -1.29  -0.089
H: 0.29 1.75 1.25  -0.059
H: 2.20 0.71 -0.11  -0.119

Properties
Frontier orbital gap (spin up / spin down) in hartree: 0.26231 / 0.30148
LUMO level (spin up / spin down) in eV: -0.35 / -0.92
2S+1: 1
ΔE to the lowest compared entry with this formula, charge and spin in kJ/mol: 304.0
E in eV: -14575.79638
HOMO energy (spin up / spin down) in eV: -7.49 / -9.12
Molecular weight in g mol⁻¹: 91.14